# 1
C4H8O | the ωB97M-V functional and the def2-TZVPD basis

XYZ file:
```
13
C4H8O | OMol25 | the ωB97M-V functional and the def2-TZVPD basis
O -3.70161 0.64032 2.99332
C -2.73405 0.22335 2.43118
H -2.60094 -0.00882 1.29693
H -1.85978 -0.17253 3.06340
C 0.70711 0.35552 -2.08490
C 0.98035 -0.54066 -0.84582
C 2.08018 -0.43438 -0.01360
H -0.38379 0.51279 -2.33512
H 1.32403 0.08473 -2.88610
H 0.96883 1.42990 -1.85761
H 0.09008 -1.07872 -0.41771
H 2.19123 -1.17795 0.76733
H 2.93837 0.16646 -0.11131
```

Properties
Total energy (eV): -6322.7332
SMILES: C=CC.C=O
Lowest unoccupied orbital energy (Eh): 0.0294
Relative energy (zero: lowest compared OMol25 entry of this formula, charge and spin) (eV): 2.435
E_HOMO (eV): -9.65
Frontier orbital gap (eV): 10.5

=====

# 2
CHF2NS | the ωB97M-V functional and the def2-TZVPD basis

XYZ file:
```
6
CHF2NS | OMol25 | the ωB97M-V functional and the def2-TZVPD basis
C -0.54684 -0.42500 0.40137
N 0.70901 0.05472 -0.44971
F 1.60843 0.57365 0.49531
F 0.40714 1.10965 -1.28252
S -1.87925 -0.12876 -0.25370
H -0.29849 -1.18426 1.08925
```

Properties
Total energy (eV): -18808.2374
SMILES: FN(F)C=S
Lowest unoccupied orbital energy (Eh): -0.0330
Relative energy (zero: lowest compared OMol25 entry of this formula, charge and spin) (eV): 0.504
E_HOMO (eV): -9.73
Frontier orbital gap (eV): 8.8

=====

# 3
C11H10BrNOPb | the ωB97M-V functional and the def2-TZVPD basis

XYZ file:
```
25
C11H10BrNOPb | OMol25 | the ωB97M-V functional and the def2-TZVPD basis
C 0.95615 2.07085 -0.02075
C 0.42680 2.00675 1.30516
C 1.26727 1.14581 2.07326
H -0.46586 2.52038 1.65423
C 2.30537 0.66001 1.21829
C 2.11233 1.22530 -0.08050
H 2.72937 1.03438 -0.96330
H 0.53089 2.65390 -0.84337
H 1.13850 0.89966 3.12295
H 3.10883 -0.02124 1.50370
Pb -0.25471 0.15461 -2.37227
Br -2.49329 1.50931 -1.62560
C -0.69598 -0.56311 -4.72607
C 0.71698 -0.27833 -4.80653
C 0.89863 1.13258 -4.64223
H 1.49512 -1.00101 -5.05707
C -0.38499 1.73552 -4.46821
C -1.38142 0.69757 -4.53940
H -2.46331 0.84249 -4.53345
H -1.17796 -1.52522 -4.91551
H 1.84411 1.67004 -4.75238
H -0.59550 2.80422 -4.39954
O -0.90119 -1.45075 1.91927
C -0.74745 -1.42025 0.72910
N -0.59273 -1.39114 -0.46711
```

Properties
Total charge: -2
Total energy (eV): -90396.6881
Lowest unoccupied orbital energy (Eh): 0.2002
E_HOMO (eV): 0.08
Frontier orbital gap (eV): 5.4

=====

# 4
C25H52CoGeN2O4SSe | the ωB97M-V functional and the def2-TZVPD basis

XYZ file:
```
87
C25H52CoGeN2O4SSe | OMol25 | the ωB97M-V functional and the def2-TZVPD basis
Co -0.52740 -0.43640 0.01616
C 2.00827 1.15794 -3.27405
C 0.80002 0.32010 -2.84997
C -0.43679 0.86656 -3.55132
C 1.04010 -1.11494 -3.25713
O 0.61071 0.40698 -1.41087
Ge 1.50067 1.86553 -0.44975
O -0.00646 1.41544 0.74603
C -0.77809 2.55723 1.19649
C -2.04267 2.09617 1.91005
C 0.09823 3.33319 2.17310
C -1.17908 3.43716 0.00826
O 2.65797 0.78958 0.47953
C 4.08780 0.81795 0.47572
C 4.62616 2.14439 -0.05299
C 4.53089 0.61694 1.92108
C 4.58637 -0.33720 -0.38790
H 2.19437 0.99504 -4.33607
H 2.90646 0.85947 -2.72973
H 1.84854 2.22575 -3.12414
H -0.27203 0.90946 -4.62891
H -0.66295 1.87470 -3.19578
H -1.29131 0.21325 -3.37805
H 1.20521 -1.17994 -4.33396
H 0.18037 -1.73075 -3.01292
H 1.91615 -1.51218 -2.74494
H -1.80396 1.53537 2.81659
H -2.65308 1.49279 1.23958
H -2.62986 2.96412 2.20924
H 0.33755 2.71904 3.04318
H -0.41180 4.23585 2.51368
H 1.03385 3.63452 1.69831
H -1.56871 2.80758 -0.79375
H -0.33208 4.00120 -0.38077
H -1.95128 4.14946 0.30330
H 4.24898 2.97857 0.54194
H 4.32887 2.30671 -1.09172
H 5.71556 2.15692 -0.00964
H 4.06598 1.36786 2.56140
H 5.61412 0.70507 2.01550
H 4.24194 -0.37456 2.27793
H 4.25835 -0.22045 -1.42152
H 4.19802 -1.28743 -0.01271
H 5.67616 -0.38943 -0.37943
N -1.66041 -1.00432 1.52393
C -0.86997 -1.22414 2.75972
C 0.41014 -1.88598 2.30583
N 0.90430 -1.02828 1.22083
H -2.41824 -0.35252 1.69075
H -2.05898 -1.89085 1.20857
H -1.40683 -1.82288 3.49548
H -0.66070 -0.24901 3.19981
H 0.20063 -2.87789 1.90936
H 1.14218 -1.99122 3.10712
H 1.73391 -1.36992 0.74538
H 1.19329 -0.12052 1.58887
C -3.87977 1.68464 -2.15274
S -3.26758 0.04198 -1.82819
C -4.66434 -0.59073 -0.91328
O -2.19636 0.26892 -0.78090
H -4.71440 1.60677 -2.84917
H -3.06590 2.24065 -2.61266
H -4.18598 2.15215 -1.21801
H -5.52734 -0.64175 -1.57672
H -4.86225 0.06618 -0.06667
H -4.40080 -1.59346 -0.58107
C -0.63275 -6.50446 -5.56459
C -0.63083 -5.54044 -4.41199
C -1.81291 -5.02496 -3.89946
C -1.82732 -4.15191 -2.81903
C -3.15471 -3.68202 -2.30228
C -0.61364 -3.76951 -2.23230
Se -0.57119 -2.83933 -0.55102
C 0.59889 -4.27500 -2.73506
C 1.96154 -3.95305 -2.17769
C 0.55822 -5.14834 -3.81608
H -1.64377 -6.70216 -5.91659
H -0.18343 -7.45474 -5.27248
H -0.05127 -6.11505 -6.40155
H -2.75609 -5.32148 -4.34438
H -3.96363 -4.05103 -2.93162
H -3.19240 -2.59571 -2.30084
H -3.32470 -4.02829 -1.28021
H 1.93192 -3.17466 -1.42145
H 2.62474 -3.63246 -2.98243
H 2.40447 -4.84309 -1.72627
H 1.49573 -5.53856 -4.19913
```

Properties
Total charge: +1
Total energy (eV): -208260.3208
Lowest unoccupied orbital energy (alpha / beta) (Eh): -0.1237 / -0.1288
Relative energy (zero: lowest compared OMol25 entry of this formula, charge and spin) (eV): 0.000
E_HOMO (alpha / beta) (eV): -10.35 / -10.35
Frontier orbital gap (alpha / beta) (eV): 7.0 / 6.8

=====

# 5
C5H22N2O4S | the ωB97M-V functional and the def2-TZVPD basis

XYZ file:
```
34
C5H22N2O4S | OMol25 | the ωB97M-V functional and the def2-TZVPD basis
C 1.06594 -0.77275 -1.29709
N 1.23697 -0.41865 0.11693
C 0.38804 0.71573 0.53917
C 0.91854 2.04211 0.00823
S -0.16808 3.47083 0.33478
C 0.31914 0.73103 2.08040
N -1.01929 1.11927 2.53759
C 1.96424 -1.95329 -1.65776
H 0.01508 -1.03130 -1.44184
H 1.28304 0.05169 -1.98160
H 2.21633 -0.24439 0.31466
H -0.58992 0.54867 0.08296
H 1.91188 2.26670 0.40496
H 1.00366 2.02823 -1.07908
H -0.79648 2.98810 1.42764
H 0.65315 -0.22926 2.49344
H 1.04683 1.45133 2.46928
H -1.09938 1.02822 3.54239
H -1.70451 0.54469 2.07995
H 1.72205 -2.32619 -2.65041
H 1.85298 -2.75624 -0.92870
H 3.00659 -1.62910 -1.68598
H -3.17017 -1.73363 0.98177
H -1.57979 -1.70885 0.96879
O -2.40283 -1.18681 0.79536
H 0.50403 -1.86211 1.00805
H 0.11735 -3.33639 0.68116
O -0.09981 -2.60454 1.26314
H -2.38008 -0.24759 -0.69069
H -2.65588 -0.40311 -2.21620
O -2.34932 0.21881 -1.55248
H -0.85756 1.12498 -2.06525
H -0.28173 2.52679 -2.44696
O -0.07101 1.58704 -2.43660
```

Properties
Total energy (eV): -27547.7581
SMILES: CCN[C@@H](CN)CS.O.O.O.O
Lowest unoccupied orbital energy (Eh): 0.0162
Relative energy (zero: lowest compared OMol25 entry of this formula, charge and spin) (eV): 0.494
E_HOMO (eV): -8.43
Frontier orbital gap (eV): 8.9

=====

# 6
C4H5N3 | the ωB97M-V functional and the def2-TZVPD basis

XYZ file:
```
12
C4H5N3 | OMol25 | the ωB97M-V functional and the def2-TZVPD basis
C -2.32108 0.25942 -0.16280
C -1.29952 -0.52019 0.22542
C 1.73413 0.86893 0.01335
C 1.99717 -0.55001 0.02605
H -2.09743 1.36161 -0.47460
H -3.32852 -0.26314 0.09297
H -1.31303 -1.56063 0.43178
H 2.34246 1.76090 0.18525
H 3.06497 -0.99397 -0.18885
N -0.01973 -0.20460 0.00134
N 0.39225 1.07320 0.03272
N 0.84833 -1.23152 -0.18264
```

Properties
Total energy (eV): -8696.3847
SMILES: C=Cn1nccn1
Lowest unoccupied orbital energy (Eh): 0.0156
Relative energy (zero: lowest compared OMol25 entry of this formula, charge and spin) (eV): 3.428
E_HOMO (eV): -8.91
Frontier orbital gap (eV): 9.3

=====

Question: Number 4 is which compound?
Answer: C25H52CoGeN2O4SSe

=====

Please write out number 6 again, unchanged.
C4H5N3 | the ωB97M-V functional and the def2-TZVPD basis

XYZ file:
```
12
C4H5N3 | OMol25 | the ωB97M-V functional and the def2-TZVPD basis
C -2.32108 0.25942 -0.16280
C -1.29952 -0.52019 0.22542
C 1.73413 0.86893 0.01335
C 1.99717 -0.55001 0.02605
H -2.09743 1.36161 -0.47460
H -3.32852 -0.26314 0.09297
H -1.31303 -1.56063 0.43178
H 2.34246 1.76090 0.18525
H 3.06497 -0.99397 -0.18885
N -0.01973 -0.20460 0.00134
N 0.39225 1.07320 0.03272
N 0.84833 -1.23152 -0.18264
```

Properties
Total energy (eV): -8696.3847
SMILES: C=Cn1nccn1
Lowest unoccupied orbital energy (Eh): 0.0156
Relative energy (zero: lowest compared OMol25 entry of this formula, charge and spin) (eV): 3.428
E_HOMO (eV): -8.91
Frontier orbital gap (eV): 9.3

=====

Question: total energy of number 1 (C4H8O)?
Answer: -6322.7332 eV

=====

Question: Look up the total energy of the second one.
Answer: -18808.2374 eV